Below is the molecule C15H21N3O4S, with properties calculated with the ωB97M-V functional and the def2-TZVPD basis.

The geometry in ORCA input format:
```
! wB97M-V def2-TZVPD RIJCOSX def2/J DEFGRID3
* xyz 0 1
S 3.5892 -1.9083 0.0478
O 1.5627 -0.7958 -1.1245
O 0.3403 1.2175 0.1689
O -0.6156 -1.3271 -1.0654
O -1.5484 4.0641 -2.1633
N -1.2834 3.3653 -0.0134
N -0.1992 2.2882 -1.7667
N 2.5599 -3.8873 1.3993
C -1.0789 3.3256 -1.3290
C 0.2663 -4.5251 1.5122
C -3.2337 3.5523 1.4868
C -4.0059 1.9150 -0.3011
C 1.2258 0.3417 -1.8859
C 4.9517 -2.7379 0.9194
C 0.9267 -2.6387 0.1770
C -2.2113 4.2798 0.6113
C -4.4282 2.9592 0.7298
C -5.4022 2.3412 1.7326
C 0.4044 1.3186 -1.0350
C 0.5200 -1.5401 -0.7132
C -0.0667 -3.4854 0.6634
C 2.2526 -2.8862 0.5839
C 1.6043 -4.6765 1.8472
H 5.0082 -3.7714 0.5968
H -4.8837 1.4123 -0.7014
H -1.0864 -3.3013 0.3589
H 1.9368 -5.4669 2.5078
H -3.6151 4.2650 2.2211
H -2.7043 4.8409 -0.1854
H -6.2863 1.9651 1.2235
H -2.7231 2.7563 2.0346
H 2.1738 0.7999 -2.1755
H -3.4810 2.3765 -1.1320
H -0.4828 -5.1944 1.9026
H -0.0914 2.2832 -2.7726
H -5.7191 3.0766 2.4691
H 5.8547 -2.1997 0.6514
H 4.7760 -2.6883 1.9881
H -4.9408 3.7741 0.2064
H -1.6410 4.9824 1.2305
H 0.6520 0.0482 -2.7729
H -0.8394 2.6567 0.5614
H -4.9302 1.5120 2.2554
H -3.3595 1.1642 0.1486
*
```

Output
Kohn-Sham gap (eV): 8.6835
HOMO level (eV): -8.50
Structure (SMILES): CSc1ncccc1C(=O)OCC(=O)NC(=O)NCCC(C)C
Largest force on an atom (eV/Å): 1.006
Lowest unoccupied orbital energy (Eh): 0.0068

Atomic partial charges in e from the Mulliken method, atoms 1 to 5:
1. S 0.137
2. O -0.258
3. O -0.764
4. O -0.674
5. O -0.655

Below is a cluster of 2 separate species, CH4O2S2 in total, with properties calculated with the ωB97M-V functional and the def2-TZVPD basis.

The geometry in ORCA input format:
```
! wB97M-V def2-TZVPD RIJCOSX def2/J DEFGRID3
* xyz 0 3
S 1.0899 1.6578 0.0951
S 2.6655 -0.8937 0.1943
O -1.2291 -0.7009 0.0767
O 1.3679 0.0191 -0.3176
C -1.7247 0.4624 -0.2904
H -2.0766 0.9264 0.5328
H 2.5439 -1.2482 1.5302
H -0.5802 -0.9864 -0.5925
H -2.0566 0.7636 -1.2287
*
```

Output
Kohn-Sham gap (alpha / beta) (eV): 6.4477 / 7.2826
HOMO level (alpha / beta) (eV): -6.81 / -9.53
Expectation value of S²: 2.006
Largest force on an atom (eV/Å): 3.314
Lowest unoccupied orbital energy (alpha / beta) (Eh): -0.0134 / -0.0825

Atomic partial charges in e from the Mulliken method, atoms 1 to 5:
1. S 0.116
2. S -0.038
3. O -0.425
4. O -0.232
5. C -0.649

Below is a structure of composition C6H8, with properties calculated with the ωB97M-V functional and the def2-TZVPD basis.

The geometry in ORCA input format:
```
! wB97M-V def2-TZVPD RIJCOSX def2/J DEFGRID3
* xyz 0 1
C -0.9661 0.3173 0.9851
C 0.2428 0.8644 -1.0043
C 0.3498 0.8554 0.4492
C -0.4032 -0.1752 -1.3227
C -0.5302 -0.8644 0.1774
C 0.9836 -0.7934 0.3790
H 1.3361 -1.0543 1.3580
H 0.8653 1.5286 -1.8472
H 0.8602 1.7123 0.9141
H -0.9033 0.2516 2.0489
H -1.0269 -1.7819 0.0136
H -1.8728 0.6874 0.4702
H 1.9190 -1.0226 -0.3454
H -0.8543 -0.5252 -2.2758
*
```

Output
Kohn-Sham gap (eV): 9.8133
HOMO level (eV): -8.66
Largest force on an atom (eV/Å): 7.402
Lowest unoccupied orbital energy (Eh): 0.0425

Atomic partial charges in e from the Mulliken method, atoms 1 to 5:
1. C -0.440
2. C -0.194
3. C -0.441
4. C -0.541
5. C -0.376

Below is the molecule C5H8O, with properties calculated with the ωB97M-V functional and the def2-TZVPD basis.

The geometry in ORCA input format:
```
! wB97M-V def2-TZVPD RIJCOSX def2/J DEFGRID3
* xyz 0 1
O -0.6958 0.6237 2.6535
C 0.6953 -1.1300 -0.1695
C -0.5230 -0.7432 0.6335
C -0.1168 1.1755 -1.1208
C -0.3548 -0.2865 -0.8154
C -0.0601 0.1998 1.7227
H 0.3836 1.3043 -2.0859
H 0.9515 -2.1384 -0.4731
H 0.5155 1.6247 -0.3507
H -1.0606 1.7318 -1.1475
H 1.5498 -0.5727 0.2249
H 1.0461 0.4141 1.5866
H -1.3335 -1.4250 0.8949
H -0.9972 -0.7782 -1.5532
*
```

Output
Kohn-Sham gap (eV): 10.8955
HOMO level (eV): -9.82
Structure (SMILES): C[C@H]1C[C@H]1C=O
Largest force on an atom (eV/Å): 0.976
Lowest unoccupied orbital energy (Eh): 0.0396

Atomic partial charges in e from the Mulliken method, atoms 1 to 5:
1. O -0.491
2. C -0.748
3. C 0.094
4. C -1.232
5. C 0.181

Below is the ion C7H16N with charge +1, with properties calculated with the ωB97M-V functional and the def2-TZVPD basis.

The geometry in ORCA input format:
```
! wB97M-V def2-TZVPD RIJCOSX def2/J DEFGRID3
* xyz 1 1
N 1.0901 3.0891 0.6087
C -0.4935 1.3035 -0.0735
C 0.6946 -1.3715 -1.5551
C -0.3455 2.5828 0.7024
C 0.0785 -1.1427 -0.1991
C 0.3396 0.1581 0.4988
C -0.6608 -2.0732 0.4059
C -1.0981 -3.4029 -0.1036
H -1.5388 0.9779 -0.0544
H 1.2679 3.6620 -0.2101
H -0.3377 1.4091 -1.1354
H -0.0184 -1.7941 -2.2639
H 1.3385 3.6526 1.4264
H 1.4174 0.4018 0.5202
H -0.9946 -3.5239 -1.1869
H -2.1299 -3.6387 0.1262
H -0.4178 -4.1747 0.2609
H -0.9531 3.4321 0.3837
H 1.0084 -0.4465 -2.0473
H 1.5423 -2.0437 -1.4943
H 0.0988 0.0961 1.5664
H -1.0105 -1.8774 1.4120
H -0.5856 2.4220 1.7533
H 1.7083 2.3023 0.6588
*
```

Output
Kohn-Sham gap (eV): 8.3808
HOMO level (eV): -12.04
Structure (SMILES): C/C=C(\C)CCC[NH3+]
Largest force on an atom (eV/Å): 1.362
Lowest unoccupied orbital energy (Eh): -0.1346

Atomic partial charges in e from the Mulliken method, atoms 1 to 5:
1. N -0.215
2. C -0.354
3. C -1.482
4. C -0.692
5. C 0.393

Below is the molecule C16H16Cl2N2O2, with properties calculated with the ωB97M-V functional and the def2-TZVPD basis.

The geometry in ORCA input format:
```
! wB97M-V def2-TZVPD RIJCOSX def2/J DEFGRID3
* xyz 0 1
Cl 1.6680 1.9239 -0.9466
Cl 4.5632 2.8540 -0.2575
O -3.5531 3.0256 -1.2940
O 0.9118 -3.0126 0.4495
N -1.4475 -0.6239 -0.7937
N 1.1323 -0.8961 -0.3923
C -2.8915 1.7839 -1.3104
C -1.3298 -0.1163 1.5821
C 4.0945 1.2190 0.0305
C -1.0446 -2.7340 -1.9356
C -1.5862 0.7399 2.6377
C 3.3469 -1.4111 0.4970
C -0.9973 -1.9879 -0.6021
C -2.6937 2.2434 1.1486
C 2.8087 0.8013 -0.2816
C 5.0071 0.3283 0.5761
C -2.2720 1.9208 2.4270
C 4.6229 -0.9803 0.8075
C 0.4556 -2.0354 -0.0984
C -1.7577 0.1950 0.2937
C -2.4436 1.4012 0.0804
C 2.4226 -0.5265 -0.0526
H -3.7891 3.2655 -2.1953
H 0.5674 -0.1575 -0.8076
H -1.6122 -2.5314 0.1328
H -3.5699 1.0053 -1.7064
H -2.4750 2.5906 3.2483
H 5.3296 -1.6744 1.2343
H -2.0846 -0.5276 -1.5705
H -2.0086 1.8296 -1.9705
H -0.4535 -2.2070 -2.6820
H -0.7892 -1.0313 1.7679
H -0.6377 -3.7334 -1.8087
H 3.0430 -2.4283 0.6799
H -3.2242 3.1627 0.9608
H -1.2443 0.4755 3.6272
H -2.0702 -2.8185 -2.2897
H 6.0019 0.6679 0.8141
*
```

Output
Kohn-Sham gap (eV): 8.6933
HOMO level (eV): -8.27
Structure (SMILES): C[C@H](Nc1ccccc1CO)C(=O)Nc1cccc(Cl)c1Cl
Largest force on an atom (eV/Å): 0.546
Lowest unoccupied orbital energy (Eh): 0.0155

Atomic partial charges in e from the Mulliken method, atoms 1 to 5:
1. Cl -0.225
2. Cl -0.209
3. O -0.517
4. O -0.695
5. N -0.324